{"formula": "C4H3F2O2", "method": "ωB97M-V/def2-TZVPD", "elements": ["C", "C", "C", "C", "O", "O", "F", "F", "H", "H", "H"], "coordinates": [[-0.27, 2.31, -1.13], [-0.72, -0.77, 0.51], [0.72, -0.88, 0.95], [0.41, -0.09, -0.26], [-1.21, 2.42, -0.50], [0.46, 2.54, -1.97], [1.25, -2.29, 0.88], [0.71, -0.89, -1.46], [-1.06, -1.61, 0.04], [-1.54, -0.21, 1.09], [1.23, -0.51, 1.84]], "lumo_energy_ev": 3.864, "total_charge": -1, "orbital_gap_ev": 6.7496, "de_lowest_kcal_mol": 30.3, "max_force_ev_per_a": 4.306, "energy_ha": -504.380926}